ORCA calculation (the ωB97M-V functional and the def2-TZVPD basis) on a cluster of 2 separate species, C5H3F9Si in total at a distorted geometry.

Summary:
relative energy (zero: lowest compared OMol25 entry of this formula, charge and spin) = 18.1 kcal per mole
HOMO level (alpha / beta) = -9.797 / -9.796 eV
frontier orbital gap (alpha / beta) = 9.413 / 9.412 eV

Structure (ORCA input):
```
! RIJCOSX wB97M-V def2-TZVPD def2/J DEFGRID3
* xyz 0 1
C -0.831 0.713 -0.298
C 0.069 -0.303 -0.074
C -2.707 -1.910 0.100
C -0.409 -3.422 -1.232
C 0.032 -2.778 2.444
F -3.318 -3.091 0.251
F -3.065 -1.126 1.113
F -3.215 -1.290 -0.993
F -1.378 -3.285 -2.215
F -0.571 -4.682 -0.837
F 0.780 -3.280 -1.903
F 1.366 -2.759 2.194
F -0.267 -1.810 3.356
F -0.408 -3.979 2.761
Si -0.747 -1.963 0.096
H -0.485 1.696 -0.536
H -1.817 0.352 -0.095
H 1.138 -0.258 -0.067
*
```



ORCA calculation (the ωB97M-V functional and the def2-TZVPD basis) on an isolated molecule of C5H3FO at a distorted geometry.

Summary:
SMILES string = O=C1C=CC=C1F
relative energy (zero: lowest compared OMol25 entry of this formula, charge and spin) = 18.4 kcal per mole
HOMO level = -9.264 eV
frontier orbital gap = 7.852 eV

Structure (ORCA input):
```
! RIJCOSX wB97M-V def2-TZVPD def2/J DEFGRID3
* xyz 0 1
C -1.158 0.121 -0.010
C -0.520 -1.077 -0.081
C 0.898 -0.767 -0.036
C 1.103 0.542 -0.022
C -0.150 1.222 -0.028
H -0.999 -2.126 -0.237
H 1.589 -1.649 0.104
H 2.087 1.121 0.351
O -0.358 2.445 -0.083
F -2.491 0.169 0.040
*
```



ORCA calculation (the ωB97M-V functional and the def2-TZVPD basis) on a structure of composition C5H3LiO3Sc at a distorted geometry.

Summary:
HOMO level (alpha / beta) = -14.249 / -14.487 eV
expectation value of S² = 0.777
frontier orbital gap (alpha / beta) = 4.500 / 4.682 eV

Structure (ORCA input):
```
! RIJCOSX wB97M-V def2-TZVPD def2/J DEFGRID3
* xyz 2 2
O -1.590 -2.111 0.206
C -1.723 -0.913 0.500
C -0.709 0.119 0.471
C -0.923 1.229 1.321
H -2.727 -0.582 0.838
H -0.452 2.187 1.099
H -1.724 1.222 2.062
O 0.462 -0.797 -1.434
C 0.374 0.125 -0.457
Li -0.075 -2.767 -0.626
C 2.448 1.506 -0.272
O 3.230 1.132 -1.053
Sc 3.408 -0.351 -2.656
*
```